This record from the OMol25 dataset describes C34H57N3O2SSiTi as an isolated structure. The level of theory is wB97M-V/def2-TZVPD.

Properties
Multiplicity: 3
<S²>: 2.030
Energy relative to the best compared isomer or geometry (same formula, charge and spin) (kcal per mole): 10.8
Energy (eV): -86574.102
E_HOMO (alpha / beta) (eV): -4.94 / -7.32
Orbital gap (alpha / beta) (eV): 5.07 / 7.44
Max |F| (eV/Å): 3.0

Element x y z (Å)
O1 -2.69 1.42 -1.57
O2 -2.11 1.34 -4.76
C1 -4.07 0.73 -1.53
C2 -4.76 1.11 -0.25
H1 -3.86 -0.35 -1.62
H2 -4.55 1.06 -2.45
H3 -4.17 0.80 0.62
H4 -5.73 0.63 -0.19
H5 -4.94 2.19 -0.21
C3 -2.63 2.90 -1.88
C4 -3.72 3.28 -2.83
H6 -1.62 3.02 -2.30
H7 -2.71 3.44 -0.92
H8 -3.60 2.75 -3.77
H9 -3.64 4.36 -3.02
H10 -4.73 3.13 -2.43
C5 -0.83 1.87 -5.13
C6 -2.68 0.32 -5.59
C7 -0.96 3.34 -5.49
H11 -0.39 1.29 -5.96
H12 -0.18 1.76 -4.24
H13 -1.58 3.46 -6.39
H14 0.03 3.74 -5.71
H15 -1.41 3.91 -4.67
C8 -3.45 0.91 -6.75
H16 -3.36 -0.23 -4.92
H17 -1.89 -0.37 -5.94
H18 -4.15 1.69 -6.43
H19 -4.03 0.11 -7.23
H20 -2.77 1.34 -7.49
H21 -2.17 1.17 -0.71
N1 -0.25 -1.45 1.64
C9 0.63 -2.46 1.80
C10 1.76 -2.64 0.98
C11 2.45 -1.73 0.17
C12 0.31 -3.47 2.86
H22 -0.64 -3.99 2.66
H23 0.25 -3.02 3.86
H24 1.11 -4.22 2.88
C13 3.73 -2.16 -0.49
H25 4.61 -1.70 -0.03
H26 3.74 -1.90 -1.56
H27 3.84 -3.25 -0.41
N2 2.10 -0.43 0.02
C14 -1.43 -1.35 2.45
C15 -2.65 -1.87 1.99
C16 -2.77 -2.67 0.73
C17 -3.81 -1.64 2.74
H28 -4.76 -2.01 2.35
C18 -3.75 -0.98 3.96
H29 -4.65 -0.81 4.54
C19 -2.51 -0.56 4.46
H30 -2.43 -0.08 5.42
C20 -1.34 -0.78 3.73
C21 -0.03 -0.40 4.34
C22 3.07 0.56 -0.30
C23 3.11 1.13 -1.58
C24 2.27 0.60 -2.69
C25 4.00 2.18 -1.82
H31 4.01 2.64 -2.81
C26 4.87 2.62 -0.82
H32 5.55 3.45 -1.01
C27 4.88 1.98 0.42
H33 5.56 2.29 1.21
C28 4.01 0.92 0.68
C29 4.06 0.23 2.01
Ti1 0.10 -0.27 0.07
H34 -3.20 -2.08 -0.09
H35 -3.45 -3.52 0.88
H36 -1.81 -3.08 0.39
H37 0.78 -1.09 4.10
H38 -0.13 -0.37 5.43
H39 0.31 0.60 4.02
H40 2.30 1.29 -3.54
H41 1.21 0.48 -2.42
H42 2.62 -0.38 -3.06
H43 3.16 0.47 2.60
H44 4.92 0.61 2.57
H45 4.15 -0.85 1.92
H46 2.22 -3.63 1.06
C30 -0.97 -0.84 -1.62
Si1 -0.66 -2.44 -2.59
H47 -2.03 -0.79 -1.31
H48 -0.82 0.03 -2.28
C31 -2.36 -3.01 -3.20
C32 0.08 -3.86 -1.63
C33 0.43 -2.15 -4.10
H49 0.18 -1.21 -4.61
H50 0.27 -2.97 -4.82
H51 1.49 -2.14 -3.83
H52 -3.09 -2.98 -2.39
H53 -2.29 -4.05 -3.57
H54 -2.71 -2.37 -4.02
H55 -0.37 -4.00 -0.64
H56 1.16 -3.75 -1.49
H57 -0.09 -4.80 -2.19
S1 -0.59 1.86 0.39
C34 0.61 1.52 1.54
N3 1.39 1.57 2.43